This record from the Open Molecules 2025 dataset describes 4 unconnected molecules or ions with the total composition C5H18NO4 in a non-equilibrium geometry. The level of theory is ωB97M-V/def2-TZVPD.

XYZ file:
```
28
C5H18NO4 (ωB97M-V/def2-TZVPD)
C 0.6052 -0.7514 -3.0647
N 0.6920 0.2805 -2.0416
C 3.1418 1.4288 0.0031
C 1.6081 1.3208 -0.0810
C 1.1233 0.0099 -0.6751
C 0.0210 -0.7677 0.1908
O -0.5573 0.0065 1.1518
H -0.3916 -1.1913 -3.2152
H 1.3625 -1.4865 -2.8238
H 0.7998 -0.1516 -3.9743
H -0.0776 0.9323 -2.0945
H 3.6067 2.3747 -0.3127
H 3.5370 1.2319 1.0032
H 3.5705 0.6706 -0.6758
H 1.2285 1.3692 0.9437
H 1.3122 2.1946 -0.6848
H 1.8688 -0.8343 -0.6944
H -0.7939 -1.2654 -0.4527
H 0.5030 -1.7084 0.5004
H -1.9146 -0.0063 1.6181
H -3.4054 0.5614 1.4633
O -2.8510 0.0775 2.1043
H -1.3858 -2.2447 3.1741
H -0.5043 -1.2544 2.7786
O -0.4929 -2.2540 2.7838
H -2.3403 0.0556 -0.9741
H -1.4091 1.0945 -0.4231
O -2.2172 1.0033 -0.9610
```

Summary:
**Multiplicity**: 1
**Lowest unoccupied orbital energy**: 3.7 eV
**Charge**: -1
**Orbital gap**: 7.61 eV

=====

This record from the Open Molecules 2025 dataset describes 4 unconnected molecules or ions with the total composition C5H18O3 in a non-equilibrium geometry. The level of theory is ωB97M-V/def2-TZVPD.

XYZ file:
```
26
C5H18O3 (ωB97M-V/def2-TZVPD)
C -1.3088 1.5445 -1.1450
C -0.2381 1.2539 -0.1535
C -0.6981 1.8451 1.4093
C 0.5028 2.0966 2.2763
C -1.6931 0.8951 1.9919
H -2.2661 1.0917 -0.8767
H -1.4593 2.6089 -1.2917
H -1.0429 1.0546 -2.0923
H -0.0136 0.1877 -0.1352
H 0.7448 1.7168 -0.2854
H -1.1216 2.8152 1.1324
H 0.2462 1.9745 3.3302
H 0.8862 3.0984 2.0846
H 1.3424 1.4271 2.0461
H -2.4253 0.5035 1.2840
H -2.2733 1.4654 2.7355
H -1.1940 0.0507 2.4672
H 1.5676 -1.7355 0.4022
H 2.3435 -1.1888 1.4222
O 1.7399 -0.8339 0.7473
H -0.2819 -1.6434 -3.7691
H -1.1745 -1.9913 -2.5815
O -0.2872 -2.1355 -2.9370
H 1.0175 -3.9998 -1.5270
H 0.9827 -2.5788 -1.6171
O 1.6286 -3.2678 -1.3563
```

Summary:
**Multiplicity**: 2
**<S²>**: 0.752
**Lowest unoccupied orbital energy (alpha / beta)**: -2.8 / -9.2 eV
**Charge**: +1
**Orbital gap (alpha / beta)**: 11.13 / 4.64 eV

=====

This record from the Open Molecules 2025 dataset describes 3 unconnected molecules or ions with the total composition C5H19N2O3 in a non-equilibrium geometry. The level of theory is ωB97M-V/def2-TZVPD.

XYZ file:
```
29
C5H19N2O3 (ωB97M-V/def2-TZVPD)
C 0.5195 -1.4228 1.8096
O -0.6239 -2.2640 1.8413
C 0.3386 -0.2628 0.8230
C 1.4240 0.7978 0.9994
C 1.1520 2.1722 0.3586
C 0.6620 2.1436 -1.0792
N -0.8143 2.1598 -1.1286
N -1.0331 0.2877 1.0033
H 1.4246 -1.9855 1.5706
H 0.6089 -1.0391 2.8275
H -0.7529 -2.7045 0.9766
H 0.3648 -0.6651 -0.1884
H 2.3458 0.3812 0.5937
H 1.5921 0.9484 2.0657
H 0.4578 2.7423 0.9798
H 2.0830 2.7351 0.4270
H 1.0053 1.2700 -1.6180
H 1.0780 2.9811 -1.6320
H -1.1704 3.1048 -1.0346
H -1.1524 1.7782 -2.0034
H -1.1651 1.0886 0.3205
H -1.7194 -0.4403 0.7706
H -1.1729 0.5888 1.9583
H -1.3995 -2.0247 -1.3887
H -2.8966 -2.0090 -1.0401
O -2.0757 -1.5830 -0.8009
H 0.4508 -2.3774 -3.0165
H 0.3224 -3.6728 -2.2257
O 0.1466 -2.7284 -2.1695
```

Summary:
**Multiplicity**: 1
**Lowest unoccupied orbital energy**: -2.7 eV
**Charge**: +1
**Orbital gap**: 10.95 eV

=====

This record from the Open Molecules 2025 dataset describes a molecular structure, C5H19N2Pb. The level of theory is ωB97M-V/def2-TZVPD.

XYZ file:
```
27
C5H19N2Pb (ωB97M-V/def2-TZVPD)
C -4.0290 -0.7604 1.2528
Pb 0.1339 1.6385 -0.1454
N 2.1996 2.7746 -1.3036
N -1.6819 2.0429 -1.9616
H 2.7654 2.1730 -1.9124
H -3.8686 -0.3152 2.2241
H -4.3517 -1.8030 1.3898
H -3.1016 -0.7548 0.6530
H -4.8033 -0.1767 0.7456
H -1.3765 1.9198 -2.9329
H -2.0165 3.0046 -1.8414
H -2.4685 1.4081 -1.7806
H 1.9348 3.6043 -1.8473
H 2.8112 3.0983 -0.5433
C 1.5857 -2.6818 0.4278
C 0.9682 -1.3072 0.6984
C 1.8298 -0.5083 1.6807
C 0.6900 -0.4935 -0.5936
H 2.5458 -2.6148 -0.1026
H 0.9072 -3.2990 -0.1697
H 1.7530 -3.1881 1.3840
H -0.0132 -1.4828 1.1803
H 2.8235 -0.2710 1.2692
H 1.3553 0.4288 2.0161
H 1.9764 -1.1035 2.5903
H 1.5903 -0.4236 -1.2227
H -0.1591 -0.9092 -1.1548
```

Summary:
**Multiplicity**: 1
**Lowest unoccupied orbital energy**: -3.5 eV
**Charge**: +1
**Orbital gap**: 8.28 eV

=====

This record from the Open Molecules 2025 dataset describes a molecular structure, C5H19N6O5Y in a non-equilibrium geometry. The level of theory is ωB97M-V/def2-TZVPD.

XYZ file:
```
36
C5H19N6O5Y (ωB97M-V/def2-TZVPD)
Y 0.0119 3.0198 2.0870
O 0.7839 1.6156 0.6757
H 0.4861 1.0674 -0.0762
C -0.7621 -1.2216 0.6949
C -0.5964 -1.8219 2.1363
O -1.9041 -1.7136 2.7564
H -1.6232 -1.7041 0.2324
H 0.1758 -1.2808 0.1427
H -1.1462 -0.2033 0.7562
H 0.2413 -1.3849 2.6798
H -0.4253 -2.8975 2.0934
H -2.0289 -2.4939 3.3017
C 0.4940 0.6428 -3.0180
O 0.4314 0.0720 -4.0031
N 1.1061 0.2617 -1.8925
N 0.1663 1.8749 -2.7677
H 1.3254 -0.7218 -1.8235
H 1.3935 0.9784 -1.2415
H 0.2255 2.2263 -1.8226
H -0.0032 2.4839 -3.5554
C 3.1598 -0.7791 2.7814
O 2.9140 -0.1993 3.8836
N 2.9346 -0.2858 1.5639
N 3.8999 -1.8980 2.6202
H 3.4312 -0.6205 0.7506
H 2.3754 0.5547 1.5331
H 4.2819 -2.5174 3.3205
H 3.9088 -2.1687 1.6472
C -3.4900 0.8542 -2.3210
O -4.2530 0.3000 -3.1126
N -2.9859 2.0804 -2.4394
N -3.1130 0.4024 -1.1320
H -3.0929 2.5271 -3.3389
H -2.7087 2.5804 -1.6068
H -3.2500 -0.5466 -0.8147
H -2.3639 0.9169 -0.6911
```

Summary:
**Multiplicity**: 2
**<S²>**: 0.751
**Lowest unoccupied orbital energy (alpha / beta)**: -5.8 / -6.4 eV
**Charge**: +1
**Orbital gap (alpha / beta)**: 6.14 / 5.54 eV

=====

This record from the Open Molecules 2025 dataset describes a molecular structure, C5H19N8O5Tl in a non-equilibrium geometry. The level of theory is ωB97M-V/def2-TZVPD.

XYZ file:
```
38
C5H19N8O5Tl (ωB97M-V/def2-TZVPD)
Tl 0.2942 -0.2589 -0.5804
C 2.8112 -1.4232 -3.6071
O 2.0255 -1.4764 -2.5931
H 3.8357 -0.9832 -3.4048
H 3.0492 -2.4147 -4.0159
H 2.5222 -0.5809 -4.2741
C 0.1295 0.4438 3.2710
O 0.6194 0.2434 2.1587
N 0.8624 0.9310 4.3007
N -1.1996 0.3053 3.5022
H 1.8636 0.9900 4.2479
H 0.4671 0.9217 5.2262
H -1.7872 0.0335 2.7360
H -1.5667 0.6235 4.3809
C -0.7575 -3.0888 2.2285
O -0.7034 -2.1612 1.4207
N -1.6224 -3.1346 3.2878
N -0.1046 -4.2607 1.9936
H -2.0697 -2.2921 3.6082
H -1.3469 -3.7170 4.0649
H 0.1127 -4.9059 2.7340
H 0.5661 -4.1782 1.2474
C 0.6106 3.4808 0.4176
O 0.8326 2.2787 0.2695
N 0.5775 4.3980 -0.5882
N 0.5207 4.0374 1.6567
H 0.8687 4.1109 -1.5032
H 0.4241 5.3704 -0.3920
H 0.5919 5.0400 1.7144
H 0.7609 3.5379 2.4935
C -1.4748 -0.3647 -4.0259
O -1.0953 -0.6939 -2.8852
N -2.6887 0.1607 -4.2354
N -0.7438 -0.6293 -5.1449
H -3.2544 0.3572 -3.4282
H -2.9859 0.4808 -5.1398
H -1.1982 -0.4882 -6.0313
H 0.2532 -0.6932 -5.1109
```

Summary:
**Multiplicity**: 1
**Lowest unoccupied orbital energy**: -11.8 eV
**Charge**: +2
**Orbital gap**: 3.29 eV

=====

Number 1: DFT total energy -15156.914 eV. Number 2: DFT total energy -11609.480 eV. Number 3: DFT total energy -14610.840 eV. Number 4: DFT total energy -13715.192 eV. Number 5: DFT total energy -25705.759 eV. Number 6: DFT total energy -32328.939 eV.